a) Density functional theory data (ωB97M-V/def2-TZVPD) for a cluster of 2 separate species, C2H9N2S in total.

Output
HOMO level ... -2.409 eV
2S+1 ... 1
Orbital gap ... 6.5 eV
Net charge ... -1

Geometry as XYZ:
```
14
C2H9N2S ωB97M-V/def2-TZVPD
C -0.925 -0.382 2.087
S -2.056 -0.074 0.560
H -1.660 -0.793 2.982
H -0.354 0.463 2.230
H -0.296 -1.372 2.118
N 1.651 -0.100 -2.353
C 1.594 -0.337 -0.896
N 1.615 0.887 0.002
H 1.846 0.860 -2.532
H 0.719 -0.188 -2.787
H 2.392 -1.018 -0.732
H 0.689 -0.856 -0.576
H 0.773 1.293 0.359
H 1.902 1.592 -0.705
```

***

b) Density functional theory data (ωB97M-V/def2-TZVPD) for a cluster of 2 separate species, C2H9N2S in total.

Output
HOMO level ... -2.449 eV
2S+1 ... 1
Orbital gap ... 6.9 eV
Net charge ... -1

Geometry as XYZ:
```
14
C2H9N2S ωB97M-V/def2-TZVPD
C -2.345 -0.435 -1.814
S -1.433 -0.428 -0.203
H -1.700 -0.402 -2.657
H -2.864 0.533 -1.859
H -3.260 -1.069 -1.936
N 1.105 1.237 0.811
C 1.772 -0.073 0.643
N 1.292 -0.932 1.714
H 0.078 1.251 0.963
H 1.380 1.877 0.154
H 2.915 0.199 0.555
H 1.506 -0.311 -0.430
H 0.297 -0.891 1.431
H 1.258 -0.556 2.630
```

***

Most stable to least stable, the ends of the list are b) and a).

***

a) Density functional theory data (ωB97M-V/def2-TZVPD) for a cluster of 2 separate species, C2H5OP in total.

Output
HOMO level ... -9.733 eV
2S+1 ... 1
Orbital gap ... 9.3 eV

Geometry as XYZ:
```
9
C2H5OP ωB97M-V/def2-TZVPD
C -0.520 0.631 0.591
C -0.460 -0.804 -0.036
O 2.257 0.081 0.310
P 0.945 0.287 -0.372
H -1.332 1.215 0.376
H -0.118 0.489 1.644
H -0.482 -1.560 0.629
H -1.004 -0.822 -0.845
H 0.714 0.484 -2.298
```

***

b) Density functional theory data (ωB97M-V/def2-TZVPD) for a cluster of 2 separate species, C2H5OP in total.

Output
HOMO level (spin up / spin down) ... -8.837 / -8.262 eV
2S+1 ... 1
Orbital gap (spin up / spin down) ... 8.2 / 7.8 eV

Geometry as XYZ:
```
9
C2H5OP ωB97M-V/def2-TZVPD
C -0.921 0.742 -2.341
C 0.292 -0.661 1.806
O -0.389 0.834 -3.426
P 0.711 0.645 0.519
H -2.022 0.974 -2.381
H 1.077 -1.370 2.090
H -0.593 -1.298 1.399
H 0.085 -0.067 2.785
H 1.759 0.200 -0.452
```

***

Most stable to least stable, the ends of the list are a) and b).